1.
{"formula": "C19H28IrNO4", "method": "ωB97M-V/def2-TZVPD", "homo_ev": [-4.21, -8.31], "s2": 6.022, "max_force_ha_per_bohr": 0.0702, "energy_ev": -32665.0550, "orbital_gap_ha": [0.176, 0.198], "lumo_energy_ha": [0.022, -0.107], "spin_multiplicity": 5, "symbols": ["O", "C", "C", "H", "H", "C", "H", "H", "C", "H", "H", "H", "C", "H", "H", "H", "Ir", "C", "C", "C", "H", "C", "C", "H", "H", "H", "H", "C", "C", "C", "H", "C", "C", "H", "H", "H", "H", "O", "C", "C", "H", "H", "C", "H", "H", "C", "H", "H", "H", "H", "O", "N", "O"], "xyz": [[-0.153, -0.124, 0.268], [0.935, -0.442, -0.601], [0.387, 0.442, -1.711], [0.946, -1.520, -0.788], [1.864, -0.106, -0.137], [-0.743, 0.775, -0.706], [0.059, -0.117, -2.600], [1.028, 1.305, -1.975], [-2.136, 0.246, -0.983], [-2.058, -0.830, -1.168], [-2.589, 0.765, -1.834], [-2.751, 0.403, -0.088], [-0.789, 2.205, -0.217], [0.215, 2.601, -0.067], [-1.332, 2.274, 0.732], [-1.310, 2.829, -0.946], [-0.207, 0.522, 3.676], [1.045, 1.831, 4.752], [1.783, 0.607, 4.519], [1.978, 0.477, 3.098], [2.102, -0.098, 5.280], [1.375, 1.606, 2.454], [0.781, 2.436, 3.465], [0.224, 3.355, 3.296], [0.725, 2.225, 5.712], [2.512, -0.326, 2.602], [1.341, 1.806, 1.390], [-1.742, -0.294, 4.941], [-2.228, 0.869, 4.249], [-2.245, 0.575, 2.843], [-2.539, 1.799, 4.722], [-1.756, -0.768, 2.664], [-1.452, -1.306, 3.959], [-1.109, -2.304, 4.203], [-1.615, -0.380, 6.019], [-2.575, 1.265, 2.068], [-1.636, -1.267, 1.706], [0.644, -1.157, -4.153], [0.072, -0.258, -5.138], [0.389, -0.766, -6.561], [0.519, 0.743, -4.984], [-1.018, -0.188, -4.961], [1.463, -1.832, -6.357], [0.732, 0.049, -7.192], [-0.506, -1.208, -7.003], [1.320, -2.228, -4.872], [2.451, -1.409, -6.542], [1.316, -2.683, -7.013], [2.294, -2.429, -4.394], [0.695, -3.142, -4.809], [1.193, -2.317, 4.164], [1.263, -2.624, 2.964], [0.837, -1.889, 2.056]], "forces_ev_per_angstrom": [[-0.174, 0.412, 0.246], [0.068, -0.235, 0.333], [-0.400, 0.291, -0.485], [0.292, 0.124, -0.122], [0.265, -0.195, -0.200], [-0.084, -0.226, 0.169], [0.262, 0.541, 0.637], [-0.371, -0.458, -0.030], [0.148, 0.046, -0.189], [-0.198, 0.189, -0.138], [-0.076, -0.150, 0.061], [0.010, -0.067, -0.227], [-0.032, 0.140, 0.104], [-0.066, 0.087, -0.067], [0.139, -0.033, -0.140], [0.073, 0.039, -0.040], [0.093, -0.736, -1.149], [1.220, 0.395, 0.385], [0.475, 0.736, 0.523], [-0.182, 0.708, -0.116], [0.030, 0.265, -0.267], [1.359, 0.558, -0.234], [0.132, -0.505, 0.134], [0.196, -0.279, 0.043], [0.238, -0.095, -0.229], [-0.227, 0.221, 0.138], [0.060, -0.216, 0.376], [-1.517, -0.479, 0.577], [-0.441, -0.232, 0.811], [-0.115, -0.946, -0.482], [0.074, -0.320, -0.221], [-1.585, 0.167, -0.497], [-0.073, 0.685, 0.513], [0.007, 0.315, -0.232], [-0.116, -0.063, -0.370], [0.157, -0.351, 0.259], [0.043, 0.198, 0.426], [0.493, -0.538, -1.977], [-0.016, 0.408, 0.297], [-0.383, -0.194, 0.554], [-0.243, -0.388, 0.060], [0.469, 0.001, -0.048], [0.218, 0.395, 0.664], [-0.067, 0.004, -0.105], [0.065, 0.095, -0.037], [-0.385, -0.404, 0.088], [0.016, -0.077, -0.010], [0.097, -0.120, -0.036], [-0.459, 0.146, -0.091], [0.292, 0.376, 0.166], [-0.041, 0.768, 2.433], [1.605, -3.233, -0.141], [-1.344, 2.229, -2.119]]}


2.
{"formula": "C43H65N9O4", "method": "ωB97M-V/def2-TZVPD", "homo_ev": -7.86, "smiles": "CCCCN[C@@]1(OC[C@H](C)O)C[C@@H](CCCCO)NC1=O.c1cc[nH]c1.c1cc[nH]c1.c1cc[nH]c1.c1cc[nH]c1.c1cc[nH]c1.c1cc[nH]c1.c1cc[nH]c1", "max_force_ha_per_bohr": 0.0764, "energy_ev": -67239.9861, "orbital_gap_ha": 0.305, "lumo_energy_ha": 0.016, "symbols": ["C", "C", "C", "C", "N", "C", "O", "C", "C", "C", "O", "C", "C", "C", "C", "C", "C", "O", "N", "C", "O", "H", "H", "H", "H", "H", "H", "H", "H", "H", "H", "H", "H", "H", "H", "H", "H", "H", "H", "H", "H", "H", "H", "H", "H", "H", "H", "H", "H", "H", "H", "C", "C", "C", "N", "C", "H", "H", "H", "H", "H", "C", "C", "C", "N", "C", "H", "H", "H", "H", "H", "C", "C", "C", "N", "C", "H", "H", "H", "H", "H", "C", "C", "C", "N", "C", "H", "H", "H", "H", "H", "C", "C", "C", "N", "C", "H", "H", "H", "H", "H", "C", "C", "C", "N", "C", "H", "H", "H", "H", "H", "C", "C", "C", "N", "C", "H", "H", "H", "H", "H"], "xyz": [[-2.014, 1.708, 3.157], [-3.234, 2.720, 2.940], [-4.522, 2.055, 2.240], [-4.062, 1.589, 0.746], [-3.871, 0.113, 0.819], [-3.417, -0.485, -0.457], [-4.374, -0.970, -1.413], [-5.185, -2.038, -0.880], [-5.007, -3.440, -1.613], [-6.014, -4.470, -0.851], [-3.690, -4.018, -1.504], [-2.291, 0.308, -1.307], [-0.988, -0.635, -1.607], [0.331, -0.376, -0.742], [1.648, -1.074, -1.307], [1.562, -2.665, -1.448], [1.264, -3.436, -0.087], [2.108, -2.962, 1.001], [-1.489, -1.944, -1.013], [-2.430, -1.676, 0.074], [-2.522, -2.175, 1.205], [-2.101, 0.730, 2.583], [-1.885, 1.412, 4.261], [-1.006, 2.165, 2.844], [-3.487, 3.146, 3.975], [-2.895, 3.565, 2.239], [-4.752, 1.105, 2.842], [-5.439, 2.725, 2.221], [-3.123, 2.182, 0.523], [-4.918, 1.904, 0.042], [-4.771, -0.263, 1.138], [-6.282, -1.726, -1.048], [-5.085, -2.197, 0.245], [-5.304, -3.450, -2.706], [-5.480, -5.473, -0.862], [-7.048, -4.496, -1.313], [-6.057, -4.131, 0.246], [-3.438, -4.174, -0.571], [-2.762, 0.808, -2.213], [-1.784, 1.198, -0.790], [-0.875, -0.707, -2.748], [0.539, 0.759, -0.747], [0.158, -0.676, 0.342], [1.913, -0.670, -2.348], [2.537, -0.862, -0.607], [2.511, -3.102, -1.929], [0.689, -2.884, -2.159], [0.186, -3.389, 0.264], [1.503, -4.545, -0.249], [2.420, -3.769, 1.468], [-1.849, -2.394, -1.864], [6.195, -1.832, 3.533], [5.070, -1.985, 2.686], [5.528, -1.977, 1.391], [6.889, -1.819, 1.427], [7.304, -1.735, 2.728], [6.194, -1.797, 4.612], [4.039, -2.091, 2.989], [5.004, -2.068, 0.451], [7.490, -1.773, 0.621], [8.348, -1.613, 2.969], [6.523, 1.325, -3.352], [5.279, 1.889, -2.973], [4.771, 1.112, -1.961], [5.659, 0.099, -1.718], [6.733, 0.224, -2.557], [7.191, 1.687, -4.119], [4.809, 2.765, -3.394], [3.856, 1.192, -1.395], [5.541, -0.624, -1.028], [7.550, -0.480, -2.519], [-4.964, -8.213, 3.291], [-4.618, -6.924, 3.767], [-4.128, -6.211, 2.701], [-4.161, -7.025, 1.599], [-4.674, -8.245, 1.949], [-5.379, -9.027, 3.866], [-4.718, -6.558, 4.778], [-3.759, -5.199, 2.631], [-3.856, -6.765, 0.676], [-4.786, -9.029, 1.216], [5.803, -0.706, -8.322], [7.137, -0.291, -8.559], [7.652, 0.136, -7.359], [6.677, -0.001, -6.409], [5.548, -0.519, -6.985], [5.108, -1.099, -9.048], [7.663, -0.303, -9.502], [8.624, 0.527, -7.101], [6.774, 0.241, -5.434], [4.664, -0.708, -6.397], [-5.516, 3.430, 6.887], [-6.242, 4.643, 6.797], [-7.075, 4.543, 5.710], [-6.874, 3.316, 5.138], [-5.929, 2.629, 5.853], [-4.774, 3.171, 7.626], [-6.163, 5.496, 7.455], [-7.789, 5.238, 5.295], [-7.348, 2.971, 4.320], [-5.632, 1.632, 5.564], [6.488, 3.759, -6.413], [6.080, 4.994, -6.980], [5.102, 4.716, -7.902], [4.907, 3.360, -7.916], [5.744, 2.769, -7.008], [7.241, 3.613, -5.653], [6.461, 5.975, -6.739], [4.530, 5.364, -8.548], [4.250, 2.873, -8.502], [5.738, 1.696, -6.864], [-2.531, 5.602, 5.296], [-1.191, 6.004, 5.067], [-0.680, 6.431, 6.268], [-1.664, 6.305, 7.213], [-2.792, 5.796, 6.630], [-3.225, 5.213, 4.566], [-0.659, 5.983, 4.127], [0.294, 6.813, 6.531], [-1.571, 6.549, 8.185], [-3.682, 5.617, 7.212]], "forces_ev_per_angstrom": [[0.708, -0.352, 0.166], [-0.178, 0.167, 0.102], [1.369, -0.688, 0.093], [-1.783, 1.053, 1.491], [-0.217, 1.737, -2.106], [3.166, -0.489, 0.940], [0.304, -0.469, 1.522], [-1.446, -0.474, -0.612], [-1.278, -1.110, 1.396], [0.910, 0.825, 0.237], [-0.109, 0.665, -0.031], [0.799, 2.121, 0.364], [-1.693, -0.746, 1.557], [0.406, 1.587, -0.806], [0.403, -0.710, -0.009], [-0.757, -0.028, 0.059], [-0.004, -0.857, -0.248], [0.109, -0.993, -0.316], [0.736, -0.371, -0.684], [-1.672, -0.311, -0.029], [0.893, 0.777, -3.747], [-0.149, 1.284, 0.580], [-0.366, 0.536, -1.591], [-1.558, -0.494, 0.467], [0.185, -0.430, -1.680], [-0.479, -1.006, 1.220], [0.042, 1.309, -0.845], [1.286, -0.666, 0.056], [-1.073, -1.115, -0.021], [1.414, -0.444, 0.599], [0.621, -0.180, -0.287], [1.503, -0.518, 0.229], [0.275, 0.264, -1.426], [0.762, 0.413, 1.254], [-1.077, 1.130, -0.196], [1.276, -0.103, 0.669], [-0.245, -0.632, -1.475], [-0.467, 0.346, -0.567], [0.573, -1.092, 0.865], [-1.299, -1.156, -0.092], [0.296, -0.120, 1.832], [-0.214, -1.543, 0.101], [0.032, 0.278, -1.419], [-0.419, -0.379, 1.512], [-1.403, -0.056, -0.958], [-1.283, 0.842, 0.775], [1.267, 0.072, 0.978], [1.240, 0.276, -0.780], [-0.383, 1.409, 0.002], [-0.278, 1.020, -0.399], [-0.725, -0.641, 1.314], [0.246, -0.003, -0.015], [-0.155, -0.040, -0.200], [-0.020, 0.064, -0.037], [-0.018, -0.029, 0.047], [0.051, 0.045, 0.046], [0.009, -0.006, -0.097], [0.071, 0.043, -0.080], [-0.095, -0.112, 0.151], [-0.047, -0.026, 0.158], [-0.102, 0.000, 0.005], [0.181, -0.181, 0.018], [-0.289, 0.053, 0.096], [-0.030, 0.018, -0.022], [0.063, 0.067, -0.105], [0.022, -0.129, 0.008], [0.013, 0.118, 0.167], [0.066, -0.075, 0.012], [0.080, 0.015, -0.060], [-0.017, 0.179, -0.044], [-0.042, 0.074, -0.037], [-0.033, -0.159, -0.188], [0.066, 0.230, -0.034], [0.039, 0.095, 0.015], [-0.071, 0.005, 0.078], [0.005, -0.088, -0.025], [0.035, 0.064, -0.062], [0.016, -0.019, -0.095], [-0.004, -0.076, 0.049], [-0.035, -0.072, 0.139], [0.008, 0.047, 0.090], [-0.202, 0.013, 0.109], [0.241, 0.109, 0.031], [-0.004, -0.068, 0.042], [0.333, -0.715, -0.048], [-0.034, -0.167, 0.095], [0.053, 0.022, 0.068], [-0.042, 0.014, 0.086], [-0.091, 0.001, -0.066], [-0.130, -0.117, -0.091], [0.068, 0.018, -0.055], [0.074, -0.223, -0.002], [-0.185, 0.156, -0.083], [-0.008, 0.069, -0.051], [0.017, 0.019, 0.091], [0.041, -0.091, -0.087], [-0.055, 0.000, -0.077], [-0.049, -0.058, -0.063], [0.079, -0.037, 0.058], [0.073, 0.044, 0.136], [0.008, 0.089, 0.041], [-0.090, -0.237, -0.004], [-0.119, 0.196, -0.127], [-0.020, 0.069, -0.072], [0.081, 0.147, 0.171], [-0.109, -0.113, -0.052], [-0.047, 0.029, -0.058], [-0.045, -0.074, -0.033], [0.081, -0.023, 0.064], [0.132, 0.027, 0.101], [-0.136, 0.782, -0.178], [-0.175, -0.014, 0.183], [0.212, 0.085, 0.092], [0.075, 0.050, -0.028], [0.037, -0.055, -0.117], [-0.082, 0.029, 0.036], [0.033, 0.065, 0.101], [-0.030, 0.001, 0.087], [-0.078, -0.034, -0.057], [-0.011, -0.053, -0.156], [0.068, 0.005, -0.118]]}


3.
{"formula": "C4H8N2O", "method": "ωB97M-V/def2-TZVPD", "homo_ev": -9.08, "smiles": "O=C1NCCCN1", "max_force_ha_per_bohr": 0.0512, "energy_ev": -9304.6832, "orbital_gap_ha": 0.364, "lumo_energy_ha": 0.030, "symbols": ["O", "C", "N", "C", "C", "C", "N", "H", "H", "H", "H", "H", "H", "H", "H"], "xyz": [[2.659, -0.702, -0.218], [1.476, -0.301, -0.093], [0.632, -1.324, -0.229], [-0.836, -1.140, -0.238], [-1.196, 0.177, 0.493], [-0.317, 1.335, 0.013], [1.086, 0.972, 0.176], [1.683, -1.862, -0.389], [-1.233, -1.097, -1.266], [-1.339, -1.977, 0.261], [-1.055, 0.048, 1.573], [-2.253, 0.434, 0.327], [-0.513, 2.238, 0.604], [-0.548, 1.569, -1.039], [1.799, 1.670, 0.032]], "forces_ev_per_angstrom": [[0.680, 1.046, 0.162], [0.186, 0.450, 0.125], [0.471, 0.169, 0.052], [0.166, -0.131, -0.045], [0.182, -0.127, -0.047], [-0.127, -0.008, -0.040], [0.140, -0.166, -0.137], [-2.511, -0.788, -0.089], [0.237, -0.053, 0.182], [0.238, 0.106, -0.086], [0.029, -0.005, -0.173], [0.334, -0.190, -0.030], [0.016, -0.201, -0.103], [0.036, -0.050, 0.171], [-0.078, -0.051, 0.060]]}


4.
{"formula": "C37H28ClILiN2O3P", "method": "ωB97M-V/def2-TZVPD", "homo_ev": -7.96, "max_force_ha_per_bohr": 0.0085, "energy_ev": -78065.0816, "orbital_gap_ha": 0.269, "lumo_energy_ha": -0.024, "symbols": ["Li", "I", "C", "C", "C", "C", "C", "C", "C", "C", "C", "P", "C", "C", "C", "C", "C", "C", "C", "C", "C", "C", "C", "C", "C", "H", "H", "H", "H", "H", "H", "H", "H", "H", "H", "H", "H", "H", "H", "H", "H", "C", "C", "C", "C", "Cl", "C", "C", "C", "O", "C", "C", "O", "O", "H", "H", "H", "H", "H", "H", "H", "H", "N", "C", "C", "C", "C", "N", "C", "C", "H", "H", "H", "H"], "xyz": [[0.316, 0.714, -0.303], [-0.277, -0.428, 2.368], [-1.543, -1.998, 3.010], [-1.957, -1.805, 4.300], [-2.569, -2.842, 5.024], [-2.663, -4.073, 4.457], [-2.259, -4.292, 3.119], [-2.349, -5.601, 2.587], [-2.011, -5.843, 1.295], [-1.676, -4.764, 0.456], [-1.584, -3.469, 0.908], [-1.459, -2.087, -0.329], [-1.660, -3.002, -1.905], [-0.498, -3.564, -2.436], [-0.520, -4.241, -3.645], [-1.710, -4.348, -4.352], [-2.866, -3.773, -3.845], [-2.844, -3.101, -2.630], [-3.124, -1.351, -0.063], [-4.254, -2.111, 0.247], [-5.493, -1.506, 0.373], [-5.625, -0.134, 0.194], [-4.507, 0.632, -0.097], [-3.263, 0.025, -0.219], [-1.767, -3.220, 2.310], [-1.775, -0.856, 4.785], [-2.903, -2.662, 6.036], [-3.051, -4.913, 5.019], [-2.696, -6.397, 3.235], [-2.058, -6.844, 0.886], [-1.529, -4.971, -0.594], [0.434, -3.467, -1.889], [0.392, -4.664, -4.044], [-1.734, -4.872, -5.298], [-3.794, -3.846, -4.397], [-3.753, -2.645, -2.260], [-4.167, -3.182, 0.390], [-6.363, -2.105, 0.612], [-6.597, 0.335, 0.281], [-4.593, 1.703, -0.228], [-2.394, 0.630, -0.455], [0.441, 1.341, -7.272], [1.032, 0.503, -6.175], [2.249, -0.137, -6.320], [2.784, -0.885, -5.279], [4.324, -1.676, -5.479], [2.113, -0.994, -4.081], [0.891, -0.351, -3.916], [0.347, 0.387, -4.953], [-0.840, 1.027, -4.898], [-1.596, 1.027, -3.689], [-1.022, 1.983, -2.617], [-1.173, 3.180, -2.792], [-0.431, 1.433, -1.616], [1.090, 1.356, -8.146], [0.291, 2.364, -6.924], [-0.540, 0.964, -7.563], [2.794, -0.049, -7.251], [2.536, -1.573, -3.271], [0.381, -0.415, -2.965], [-1.710, 0.011, -3.300], [-2.565, 1.419, -3.985], [7.440, -0.079, -2.095], [6.356, 0.072, -1.749], [5.002, 0.253, -1.296], [4.508, -0.520, -0.249], [3.202, -0.316, 0.152], [2.397, 0.586, -0.416], [2.880, 1.327, -1.416], [4.175, 1.196, -1.891], [5.128, -1.259, 0.236], [2.780, -0.896, 0.965], [2.193, 2.042, -1.853], [4.528, 1.807, -2.709]], "forces_ev_per_angstrom": [[0.229, -0.333, 0.160], [0.003, 0.032, 0.187], [0.004, 0.120, -0.061], [0.007, 0.067, -0.024], [-0.011, -0.001, 0.037], [0.013, -0.026, 0.011], [0.057, 0.098, -0.041], [-0.046, -0.012, 0.008], [0.010, -0.039, -0.030], [0.037, 0.098, 0.005], [0.043, -0.072, -0.158], [-0.102, -0.007, 0.023], [0.079, 0.159, 0.006], [0.023, 0.027, -0.040], [0.022, 0.028, 0.027], [-0.010, -0.024, 0.000], [-0.015, -0.004, -0.012], [-0.016, 0.017, -0.002], [0.046, -0.051, -0.036], [0.017, 0.032, 0.044], [-0.045, -0.006, 0.024], [0.048, 0.002, -0.015], [0.010, 0.003, 0.012], [0.086, 0.034, -0.066], [-0.046, -0.101, 0.166], [0.006, -0.010, 0.004], [0.012, -0.005, 0.002], [-0.017, 0.001, -0.016], [0.007, 0.007, 0.005], [-0.002, 0.012, -0.002], [-0.034, -0.007, -0.018], [0.032, 0.006, -0.029], [0.002, -0.014, 0.004], [0.003, 0.021, -0.006], [0.009, 0.013, -0.008], [0.006, -0.015, 0.034], [0.022, -0.027, -0.013], [0.009, -0.008, -0.011], [0.001, -0.004, 0.026], [-0.011, -0.004, -0.010], [-0.039, -0.015, -0.028], [-0.001, -0.015, 0.046], [-0.017, 0.084, 0.009], [0.025, -0.008, -0.036], [-0.021, 0.013, 0.050], [0.036, 0.001, -0.009], [-0.030, 0.004, 0.036], [0.008, -0.096, 0.157], [0.138, -0.055, -0.062], [-0.160, 0.180, -0.017], [-0.027, -0.060, 0.104], [0.123, 0.127, -0.036], [0.043, 0.040, -0.018], [-0.266, 0.021, -0.288], [0.002, -0.019, 0.003], [-0.016, 0.001, -0.025], [0.003, 0.003, -0.016], [-0.003, -0.010, 0.004], [0.026, -0.030, 0.020], [-0.021, -0.008, -0.008], [0.045, -0.050, -0.039], [-0.040, -0.043, 0.031], [-0.012, 0.013, 0.002], [0.037, -0.020, -0.011], [-0.098, 0.012, 0.025], [0.034, 0.006, -0.018], [-0.001, 0.021, -0.002], [-0.181, -0.067, 0.034], [-0.062, 0.017, -0.015], [0.055, -0.011, -0.017], [-0.007, -0.006, -0.002], [-0.019, -0.013, -0.024], [-0.012, -0.034, -0.030], [-0.028, 0.005, -0.005]]}